No. 1
ORCA calculation (ωB97M-V/def2-TZVPD) on a cluster of 2 separate species, C3H7N3O in total.

Calculated values
Structure (SMILES): CC(N)=O.N#CN
HOMO-LUMO gap (Ha): 0.3952
Total energy (Ha): -358.01036
Multiplicity: 1
M (g mol⁻¹): 101.11
HOMO level (eV): -10.01

Positions of all 14 atoms, in Å:
1 O -0.08 0.37 1.63
2 N 0.33 2.41 -0.71
3 N 1.30 -0.69 0.19
4 N -0.78 0.58 -1.87
5 C -0.99 -1.56 0.44
6 C 0.04 -0.54 0.83
7 C -0.02 1.26 -1.31
8 H 1.52 -1.53 -0.33
9 H -0.61 -2.57 0.63
10 H -1.18 -1.52 -0.63
11 H -0.37 3.14 -0.73
12 H 0.67 2.26 0.24
13 H 2.08 -0.26 0.67
14 H -1.92 -1.36 0.95

Table of Mulliken atomic charges, one value per atom, all in e: atom 1 (O): -0.617, atom 2 (N): -0.520, atom 3 (N): -0.348, atom 4 (N): -0.484, atom 5 (C): -1.151, atom 6 (C): 0.589, atom 7 (C): 0.527, atom 8 (H): 0.198, atom 9 (H): 0.354, atom 10 (H): 0.334, atom 11 (H): 0.254, atom 12 (H): 0.309, atom 13 (H): 0.250, atom 14 (H): 0.306

---

No. 2
ORCA calculation (ωB97M-V/def2-TZVPD) on an isolated molecule of C4H6ClFN2.

Calculated values
Structure (SMILES): CC(=N\N)/C(F)=C\Cl
HOMO-LUMO gap (Ha): 0.3411
Total energy (Ha): -825.52152
Multiplicity: 1
M (g mol⁻¹): 136.56
HOMO level (eV): -8.51

Positions of all 14 atoms, in Å:
1 Cl 3.05 -0.40 -0.41
2 F 0.48 2.39 0.07
3 N -2.39 -0.15 -0.55
4 N -1.26 0.67 -0.48
5 C -0.17 0.15 -0.04
6 C 2.24 1.04 -0.08
7 C -0.06 -1.27 0.40
8 C 0.91 1.13 0.00
9 H -0.74 -1.53 1.21
10 H -3.24 0.38 -0.54
11 H 0.91 -1.44 0.83
12 H 2.83 1.96 0.03
13 H -0.21 -1.95 -0.45
14 H -2.34 -0.98 0.02

Table of Mulliken atomic charges, one value per atom, all in e: atom 1 (Cl): -0.186, atom 2 (F): -0.259, atom 3 (N): -0.515, atom 4 (N): -0.297, atom 5 (C): 0.998, atom 6 (C): -0.397, atom 7 (C): -1.552, atom 8 (C): 0.260, atom 9 (H): 0.411, atom 10 (H): 0.257, atom 11 (H): 0.359, atom 12 (H): 0.367, atom 13 (H): 0.356, atom 14 (H): 0.197

---

No. 3
ORCA calculation (ωB97M-V/def2-TZVPD) on an isolated molecule of C4H10N4O.

Calculated values
Structure (SMILES): C/N=C(NO)\C(C)=N\N
HOMO-LUMO gap (Ha): 0.3382
Total energy (Ha): -452.56863
Multiplicity: 1
M (g mol⁻¹): 130.15
HOMO level (eV): -8.43

Positions of all 19 atoms, in Å:
1 O -1.04 1.36 -2.35
2 N -0.85 1.23 -1.01
3 N -0.14 -0.91 -1.46
4 N 1.05 1.21 2.61
5 N 0.61 1.03 1.26
6 C -0.19 -1.28 1.73
7 C 0.10 -0.07 0.86
8 C 0.46 -2.19 -1.26
9 C -0.28 -0.01 -0.59
10 H -0.89 -1.97 1.24
11 H -0.41 2.09 -0.64
12 H 0.75 -1.78 1.83
13 H 1.77 1.92 2.69
14 H 1.28 0.34 3.10
15 H -0.28 -2.91 -0.96
16 H 1.31 -2.26 -0.53
17 H -0.57 0.60 -2.74
18 H -0.63 -0.96 2.68
19 H 0.86 -2.51 -2.23

Table of Mulliken atomic charges, one value per atom, all in e: atom 1 (O): -0.410, atom 2 (N): -0.249, atom 3 (N): -0.685, atom 4 (N): -0.604, atom 5 (N): -0.324, atom 6 (C): -1.588, atom 7 (C): 0.914, atom 8 (C): -0.894, atom 9 (C): 0.639, atom 10 (H): 0.298, atom 11 (H): 0.282, atom 12 (H): 0.420, atom 13 (H): 0.256, atom 14 (H): 0.208, atom 15 (H): 0.312, atom 16 (H): 0.270, atom 17 (H): 0.364, atom 18 (H): 0.484, atom 19 (H): 0.306

---

No. 4
ORCA calculation (ωB97M-V/def2-TZVPD) on a structure of composition C13H16AsBF10NPPdS.

Calculated values
HOMO-LUMO gap (spin up / spin down) (Ha): 0.2593 / 0.2800
Total energy (Ha): -4686.94742
Multiplicity: 2
M (g mol⁻¹): 631.45
HOMO level (spin up / spin down) (eV): -4.77 / -5.62
Charge: -1

Positions of all 45 atoms, in Å:
1 Pd -0.70 1.06 0.56
2 As -1.78 -2.09 -1.00
3 S -0.39 3.49 -0.14
4 P 1.53 0.66 0.39
5 F -2.81 -2.05 -2.41
6 F -0.49 2.53 3.41
7 F -0.75 -2.03 0.40
8 F -0.70 -0.94 -1.80
9 F -0.87 -3.40 -1.66
10 F -2.26 1.44 2.38
11 F -2.86 -3.18 -0.22
12 F -0.53 0.24 3.29
13 F -2.01 1.35 4.67
14 F -2.65 -0.72 -0.34
15 N -1.08 2.10 -2.33
16 C 2.43 1.19 -1.10
17 C -2.84 2.42 -0.80
18 C 2.45 -1.87 -0.42
19 C 1.87 -1.62 1.90
20 C -1.46 2.61 -1.13
21 C 2.03 -1.06 0.63
22 C -1.88 1.35 -3.14
23 C -3.66 1.70 -1.62
24 C 2.58 -3.76 1.06
25 C 2.15 -2.96 2.11
26 C 2.37 1.56 1.72
27 C 2.72 -3.21 -0.21
28 C -3.18 1.15 -2.83
29 B -1.32 1.40 3.48
30 H 2.18 2.63 1.59
31 H 2.01 -3.39 3.09
32 H 2.78 -4.81 1.22
33 H 2.28 2.27 -1.22
34 H 2.04 0.68 -1.98
35 H 3.03 -3.84 -1.04
36 H -3.18 2.80 0.15
37 H 3.50 0.98 -1.02
38 H 3.45 1.37 1.72
39 H 1.47 -1.02 2.71
40 H 2.54 -1.47 -1.42
41 H -0.10 2.19 -2.55
42 H -1.40 0.93 -4.01
43 H 1.93 1.27 2.67
44 H -4.68 1.53 -1.32
45 H -3.79 0.52 -3.45

Table of Mulliken atomic charges, one value per atom, all in e: atom 1 (Pd): 0.712, atom 2 (As): 1.979, atom 3 (S): -0.246, atom 4 (P): 1.205, atom 5 (F): -0.527, atom 6 (F): -0.412, atom 7 (F): -0.427, atom 8 (F): -0.463, atom 9 (F): -0.520, atom 10 (F): -0.401, atom 11 (F): -0.510, atom 12 (F): -0.283, atom 13 (F): -0.340, atom 14 (F): -0.493, atom 15 (N): 0.051, atom 16 (C): -1.542, atom 17 (C): -0.378, atom 18 (C): -0.305, atom 19 (C): -0.564, atom 20 (C): -0.154, atom 21 (C): 0.791, atom 22 (C): -0.309, atom 23 (C): -0.172, atom 24 (C): -0.433, atom 25 (C): -0.710, atom 26 (C): -1.354, atom 27 (C): -0.615, atom 28 (C): -0.501, atom 29 (B): 0.400, atom 30 (H): 0.398, atom 31 (H): 0.382, atom 32 (H): 0.363, atom 33 (H): 0.415, atom 34 (H): 0.380, atom 35 (H): 0.353, atom 36 (H): 0.385, atom 37 (H): 0.408, atom 38 (H): 0.390, atom 39 (H): 0.134, atom 40 (H): 0.183, atom 41 (H): 0.276, atom 42 (H): 0.349, atom 43 (H): 0.356, atom 44 (H): 0.379, atom 45 (H): 0.372

---

No. 5
ORCA calculation (ωB97M-V/def2-TZVPD) on a structure of composition C10H11FeO6.

Calculated values
HOMO-LUMO gap (spin up / spin down) (Ha): 0.1620 / 0.1504
Total energy (Ha): -2102.44578
Multiplicity: 5
M (g mol⁻¹): 283.04
HOMO level (spin up / spin down) (eV): -12.00 / -12.00
Charge: +1

Positions of all 28 atoms, in Å:
1 Fe -2.26 -4.35 1.11
2 O -3.66 -1.87 -1.69
3 O -1.84 -2.62 1.42
4 O -3.04 2.39 -0.49
5 O -0.45 -2.55 -0.31
6 O 3.09 0.71 -0.14
7 O -3.59 0.38 -1.40
8 C 0.82 1.07 -0.79
9 C -2.89 1.22 -0.56
10 C 1.87 0.04 -0.38
11 C -1.89 0.41 0.22
12 C -2.11 -0.85 -0.16
13 C -3.20 -0.91 -1.16
14 C 4.12 -0.18 0.25
15 C -0.88 0.93 1.17
16 C -1.38 -2.06 0.27
17 C 0.16 1.78 0.39
18 H 1.36 1.84 -1.36
19 H -0.37 0.13 1.70
20 H 0.94 2.10 1.09
21 H 4.31 -0.11 1.33
22 H 0.13 0.61 -1.49
23 H 2.02 -0.65 -1.23
24 H 3.83 -1.22 0.05
25 H 1.58 -0.54 0.50
26 H -0.35 2.68 0.04
27 H 5.04 0.01 -0.30
28 H -1.33 1.59 1.91

Table of Mulliken atomic charges, one value per atom, all in e: atom 1 (Fe): 1.208, atom 2 (O): -0.531, atom 3 (O): -0.837, atom 4 (O): -0.443, atom 5 (O): -0.502, atom 6 (O): -0.395, atom 7 (O): -0.317, atom 8 (C): -0.651, atom 9 (C): 0.255, atom 10 (C): -0.557, atom 11 (C): 0.735, atom 12 (C): 0.469, atom 13 (C): 0.371, atom 14 (C): -0.756, atom 15 (C): -0.706, atom 16 (C): 0.466, atom 17 (C): -1.032, atom 18 (H): 0.402, atom 19 (H): 0.445, atom 20 (H): 0.455, atom 21 (H): 0.265, atom 22 (H): 0.454, atom 23 (H): 0.410, atom 24 (H): 0.341, atom 25 (H): 0.366, atom 26 (H): 0.461, atom 27 (H): 0.262, atom 28 (H): 0.363

---

No. 6
ORCA calculation (ωB97M-V/def2-TZVPD) on an isolated molecule of CHFINO2.

Calculated values
HOMO-LUMO gap (spin up / spin down) (Ha): 0.2467 / 0.2569
Total energy (Ha): -641.18204
Multiplicity: 3
M (g mol⁻¹): 204.93
HOMO level (spin up / spin down) (eV): -6.93 / -9.00

Positions of all 7 atoms, in Å:
1 I 1.46 -2.15 0.04
2 F 0.18 -0.37 1.76
3 O -0.44 1.31 0.06
4 O 0.15 -0.21 -1.48
5 N -0.16 0.14 -0.39
6 C -0.09 -0.63 0.64
7 H -1.10 1.91 -0.61

Table of Mulliken atomic charges, one value per atom, all in e: atom 1 (I): -0.122, atom 2 (F): -0.076, atom 3 (O): -0.533, atom 4 (O): -0.534, atom 5 (N): 0.786, atom 6 (C): 0.089, atom 7 (H): 0.389